# 1
This record from the Open Molecules 2025 dataset describes a structure of composition C45H41F19N7O3PTi. The level of theory is the ωB97M-V functional and the def2-TZVPD basis.

Each line ends with the Löwdin charge.
CARTESIAN COORDINATES (ANGSTROEM)
Ti1 0.345 -0.071 -4.054  0.993
C1 -0.932 0.051 -6.924  -0.036
N1 -1.450 0.072 -5.500  -0.251
C2 -2.199 -1.195 -5.286  -0.149
C3 -1.196 -2.400 -5.421  -0.203
N2 -0.105 -2.118 -4.511  -0.084
C4 0.973 -2.961 -4.519  -0.173
C5 1.799 -3.088 -5.692  -0.184
F1 1.533 -2.229 -6.653  0.118
C6 2.923 -3.867 -5.815  -0.168
F2 3.686 -3.731 -6.924  0.093
C7 3.408 -4.560 -4.760  -0.170
F3 4.599 -5.227 -4.726  0.090
C8 2.663 -4.571 -3.635  -0.107
F4 3.195 -5.202 -2.498  0.048
C9 1.496 -3.807 -3.463  -0.134
F5 0.836 -3.839 -2.292  0.088
C10 -2.063 1.413 -5.190  -0.159
C11 -0.954 2.414 -5.062  -0.203
N3 0.016 2.143 -3.908  -0.051
C12 0.156 3.079 -2.945  -0.222
C13 1.401 3.387 -2.327  -0.159
F6 2.454 2.618 -2.661  0.077
C14 1.560 4.405 -1.460  -0.193
F7 2.708 4.819 -0.978  0.126
C15 0.469 5.225 -1.185  -0.163
F8 0.662 6.392 -0.480  0.063
C16 -0.738 4.973 -1.630  -0.169
F9 -1.741 5.822 -1.360  0.105
C17 -0.934 3.816 -2.458  -0.116
F10 -2.261 3.559 -2.702  0.057
H1 -1.710 0.188 -7.569  0.044
H2 -0.820 -1.143 -7.096  0.126
H3 -0.230 0.783 -7.013  0.031
H4 -2.999 -1.383 -5.938  0.096
H5 -2.756 -1.265 -4.328  0.096
H6 -0.912 -2.510 -6.346  0.021
H7 -1.728 -3.246 -5.070  0.114
H8 -2.560 1.063 -4.203  0.140
H9 -2.876 1.574 -5.898  0.115
H10 -1.494 3.379 -5.177  0.121
H11 -0.362 2.505 -5.927  0.076
N4 -2.211 1.268 -0.231  -0.027
N5 -2.688 0.108 -0.732  -0.103
C18 -2.436 -0.297 -1.989  -0.734
O1 -3.389 -0.924 -2.449  -0.030
O2 -1.290 0.127 -2.471  -0.155
H12 -1.150 1.361 -0.601  0.116
H13 -1.927 1.103 0.760  0.038
H14 -3.801 -0.064 -0.278  0.248
C19 2.977 0.647 0.547  -0.041
C20 2.302 -0.572 -0.219  -0.708
C21 3.297 -1.620 -0.438  -0.069
C22 1.133 -1.052 0.733  -0.038
N6 1.837 0.044 -1.332  -0.050
N7 1.351 -0.930 -2.220  -0.037
H15 2.961 0.327 1.702  0.091
H16 2.382 1.603 0.651  0.082
H17 3.867 1.030 0.098  0.056
H18 2.818 -2.482 -0.892  0.036
H19 3.834 -2.259 0.476  0.155
H20 4.064 -1.269 -1.377  0.157
H21 0.934 -2.052 0.528  0.032
H22 0.218 -0.530 0.579  0.048
H23 1.585 -1.408 1.822  0.149
H24 1.031 0.695 -1.118  0.137
H25 0.522 -1.527 -2.000  0.113
H26 2.149 -1.449 -2.484  0.042
C23 3.700 -0.528 -4.979  -0.031
C24 2.229 -0.037 -4.902  -0.394
O3 1.577 0.535 -5.737  -0.055
H27 4.110 -0.611 -5.999  0.081
H28 3.643 -1.485 -4.495  0.043
H29 4.234 0.240 -4.424  0.076
F11 5.241 0.068 6.325  0.039
C25 4.001 -0.341 6.920  -0.353
F12 3.738 0.453 8.105  0.049
F13 4.367 -1.629 7.246  0.075
C26 2.800 -0.430 5.889  -0.153
C27 2.670 0.771 5.269  -0.004
C28 1.590 0.713 4.255  -0.038
C29 0.458 0.067 4.829  -0.385
C30 0.460 -0.709 5.862  -0.058
C31 1.725 -1.098 6.342  -0.013
P1 -0.899 0.478 3.601  1.035
C32 -1.849 1.827 4.441  -0.231
C33 -1.241 2.569 5.662  -0.099
C34 -1.736 3.696 6.172  -0.070
C35 -3.052 4.269 5.789  -0.128
C36 -3.777 3.551 4.727  -0.017
C37 -3.100 2.482 4.093  -0.104
C38 -3.492 5.498 6.441  -0.455
F14 -3.326 5.428 7.859  0.037
F15 -2.684 6.591 5.993  0.045
F16 -4.776 5.971 6.285  0.092
C39 -1.871 -0.938 3.822  -0.416
C40 -2.509 -1.385 5.117  -0.164
C41 -2.972 -2.518 5.329  -0.158
C42 -2.972 -3.637 4.459  -0.130
C43 -2.391 -3.291 3.091  -0.022
C44 -1.779 -2.069 2.968  -0.157
C45 -3.219 -5.005 4.791  -0.643
F17 -3.643 -5.732 3.697  0.057
F18 -2.110 -5.794 5.090  0.044
F19 -4.035 -5.280 5.746  0.166
H30 3.335 1.112 4.683  0.035
H31 1.327 0.913 3.111  0.087
H32 -0.287 -1.394 6.212  0.113
H33 1.758 -1.494 7.263  0.088
H34 -0.240 2.234 6.010  0.092
H35 -1.088 4.049 7.261  0.197
H36 -4.902 3.805 4.229  0.179
H37 -3.711 2.470 3.278  0.049
H38 -3.078 -0.731 5.729  0.096
H39 -3.346 -2.907 6.197  0.087
H40 -1.965 -4.258 2.670  0.113
H41 -1.147 -1.636 2.196  0.050

Results
charge	-2
⟨S²⟩	2.020
multiplicity	3
HOMO energy (spin up / spin down)	-0.8 / -3.1	eV
energy above the lowest of the compared OMol25 structures with the same formula, charge and spin	17.268	eV


# 2
This record from the Open Molecules 2025 dataset describes a structure of composition C45H41N3O5SSeTc. The level of theory is the ωB97M-V functional and the def2-TZVPD basis.

Each line ends with the Löwdin charge.
CARTESIAN COORDINATES (ANGSTROEM)
Tc1 0.995 0.291 0.061  1.384
C1 1.936 -1.316 -2.630  -0.059
N1 2.440 -0.189 -1.824  -0.328
C2 3.861 -0.402 -1.545  -0.069
C3 2.225 1.092 -2.536  -0.172
C4 0.743 1.280 -2.697  -0.289
C5 0.184 1.737 -3.879  -0.039
C6 -1.201 1.837 -4.006  -0.071
C7 -2.015 1.456 -2.951  -0.071
C8 -1.451 0.996 -1.763  -0.107
C9 -0.072 0.902 -1.619  -0.328
H1 2.484 -1.367 -3.578  0.101
H2 0.878 -1.202 -2.841  0.089
H3 2.083 -2.239 -2.075  0.081
H4 4.435 -0.420 -2.477  0.100
H5 4.001 -1.356 -1.042  0.083
H6 4.241 0.393 -0.906  0.087
H7 2.737 1.098 -3.507  0.128
H8 2.656 1.888 -1.921  0.113
H9 0.830 2.010 -4.706  0.111
H10 -1.635 2.199 -4.930  0.102
H11 -3.093 1.524 -3.036  0.092
H12 -2.101 0.730 -0.940  0.060
Se1 0.715 2.661 0.563  0.839
C10 2.194 3.202 1.638  -0.611
C11 2.008 4.330 2.427  -0.136
C12 3.066 4.799 3.189  -0.158
N2 4.273 4.231 3.222  0.049
C13 4.437 3.149 2.457  -0.149
C14 3.447 2.601 1.655  -0.116
H13 1.050 4.838 2.447  0.092
H14 2.934 5.678 3.812  0.102
H15 5.422 2.694 2.481  0.103
H16 3.656 1.717 1.072  0.061
O1 2.758 -0.317 1.364  -0.098
C15 2.562 -1.526 1.052  -0.595
O2 1.625 -1.825 0.252  -0.089
C16 3.431 -2.599 1.607  -0.111
C17 4.183 -2.363 2.753  0.012
C18 5.015 -3.355 3.254  -0.040
C19 5.115 -4.575 2.600  0.008
C20 4.362 -4.775 1.461  -0.124
C21 3.512 -3.818 0.951  0.067
N3 4.477 -6.074 0.746  -0.352
O3 5.154 -6.937 1.261  0.081
O4 3.891 -6.184 -0.309  0.084
H17 4.104 -1.399 3.240  0.126
H18 5.592 -3.179 4.152  0.112
H19 5.760 -5.364 2.958  0.122
H20 2.918 -4.019 0.071  0.131
O5 -2.325 1.590 1.181  -0.553
S1 -3.712 1.038 1.308  0.952
C22 -3.984 0.702 3.079  -0.264
C23 -3.746 1.871 3.995  -0.277
C24 -2.494 2.481 4.081  -0.032
C25 -2.309 3.581 4.909  -0.068
C26 -3.363 4.079 5.666  -0.090
C27 -4.611 3.476 5.584  -0.086
C28 -4.798 2.384 4.748  -0.055
C29 -4.825 2.454 1.136  -0.280
C30 -4.668 3.042 -0.238  -0.285
C31 -3.685 3.997 -0.476  -0.034
C32 -3.501 4.516 -1.751  -0.071
C33 -4.304 4.091 -2.800  -0.103
C34 -5.285 3.132 -2.574  -0.099
C35 -5.455 2.603 -1.302  -0.050
H21 -3.305 -0.132 3.285  0.077
H22 -5.015 0.344 3.144  0.095
H23 -1.674 2.103 3.482  0.093
H24 -1.334 4.050 4.961  0.103
H25 -3.213 4.933 6.315  0.100
H26 -5.438 3.856 6.170  0.101
H27 -5.778 1.920 4.682  0.111
H28 -4.543 3.158 1.919  0.099
H29 -5.839 2.082 1.306  0.104
H30 -3.053 4.323 0.343  0.119
H31 -2.725 5.252 -1.925  0.107
H32 -4.166 4.502 -3.793  0.103
H33 -5.916 2.796 -3.388  0.104
H34 -6.215 1.848 -1.127  0.113
C36 -2.887 -3.516 1.305  -0.082
C37 -2.413 -2.849 0.151  -0.070
C38 -1.528 -1.819 0.269  -0.056
C39 -1.058 -1.388 1.540  -0.194
C40 -0.146 -0.293 1.678  -0.258
C41 0.220 0.113 2.934  -0.130
C42 -0.269 -0.551 4.090  -0.072
C43 -1.118 -1.611 3.975  -0.050
C44 -1.544 -2.049 2.692  -0.189
C45 -2.461 -3.124 2.540  -0.040
H35 -3.586 -4.336 1.204  0.100
H36 -2.760 -3.155 -0.828  0.104
H37 -1.175 -1.309 -0.621  0.080
H38 0.898 0.949 3.064  0.084
H39 0.043 -0.205 5.069  0.107
H40 -1.484 -2.131 4.855  0.112
H41 -2.822 -3.625 3.431  0.110

Results
⟨S²⟩	3.799
multiplicity	4
HOMO energy (spin up / spin down)	-7.7 / -7.8	eV
energy above the lowest of the compared OMol25 structures with the same formula, charge and spin	0.000	eV


# 3
This record from the Open Molecules 2025 dataset describes a structure of composition C45H42F3N6O3P2STi. The level of theory is the ωB97M-V functional and the def2-TZVPD basis.

Each line ends with the Löwdin charge.
CARTESIAN COORDINATES (ANGSTROEM)
Ti1 1.146 -0.735 -0.718  0.981
C1 -0.003 -5.420 -4.393  -0.087
C2 0.574 -5.536 -2.981  -0.255
N1 -0.189 -4.862 -1.961  -0.027
C3 -0.199 -3.515 -1.769  -0.857
S1 -0.989 -2.941 -0.379  0.684
N2 0.339 -2.769 -2.699  -0.035
N3 0.570 -1.466 -2.459  -0.100
C4 0.486 -0.669 -3.527  -0.247
C5 0.003 -1.201 -4.847  -0.014
C6 0.791 0.688 -3.330  -0.212
C7 0.700 1.673 -4.347  -0.018
C8 0.906 2.989 -4.043  -0.072
C9 1.223 3.328 -2.716  -0.053
C10 1.355 2.315 -1.792  -0.145
N4 1.152 1.025 -2.044  0.030
H1 0.596 -6.015 -5.079  0.065
H2 0.032 -4.385 -4.715  0.041
H3 -1.032 -5.769 -4.430  0.070
H4 1.580 -5.106 -2.985  0.086
H5 0.638 -6.589 -2.698  0.112
H6 -0.798 -5.395 -1.360  0.102
H7 -0.429 -2.183 -4.667  0.056
H8 0.825 -1.300 -5.559  0.091
H9 -0.754 -0.541 -5.266  0.075
H10 0.474 1.377 -5.360  0.107
H11 0.845 3.756 -4.801  0.105
H12 1.404 4.353 -2.429  0.101
H13 1.661 2.567 -0.789  0.068
O1 1.074 -1.293 0.993  -0.253
C11 1.392 -2.199 1.856  -0.324
C12 0.964 -2.099 3.199  -0.005
C13 1.337 -3.024 4.143  -0.088
C14 2.124 -4.118 3.791  -0.104
C15 2.536 -4.262 2.486  -0.036
C16 2.191 -3.328 1.507  -0.075
C17 2.647 -3.450 0.148  -0.239
N5 2.349 -2.630 -0.855  0.029
C18 3.033 -3.083 -1.947  -0.131
C19 3.746 -4.194 -1.613  -0.074
N6 3.492 -4.420 -0.288  0.132
H14 0.336 -1.260 3.464  0.093
H15 1.017 -2.904 5.169  0.100
H16 2.405 -4.849 4.534  0.095
H17 3.144 -5.118 2.228  0.100
H18 2.969 -2.592 -2.900  0.116
H19 4.386 -4.830 -2.193  0.111
H20 3.892 -5.154 0.274  0.148
O2 -0.833 0.153 -0.484  -0.391
P1 -1.887 1.054 0.029  0.785
C20 -1.219 2.685 0.575  -0.253
P2 0.295 2.364 1.599  0.754
O3 1.141 1.296 1.047  -0.322
C21 1.108 3.996 1.545  -0.264
C22 0.458 5.195 1.808  -0.080
C23 1.129 6.389 1.618  -0.082
C24 2.437 6.392 1.158  -0.078
C25 3.095 5.195 0.923  -0.062
C26 2.434 3.999 1.130  -0.076
C27 -0.170 2.014 3.324  -0.248
C28 -1.304 2.464 3.988  -0.082
C29 -1.476 2.161 5.327  -0.078
C30 -0.520 1.429 6.010  -0.073
C31 0.616 0.986 5.352  -0.070
C32 0.790 1.275 4.012  -0.081
C33 -2.791 0.442 1.472  -0.275
C34 -2.420 -0.777 2.020  -0.060
C35 -3.135 -1.287 3.090  -0.048
C36 -4.214 -0.587 3.602  -0.070
C37 -4.574 0.640 3.063  -0.081
C38 -3.861 1.160 2.001  -0.117
C39 -3.063 1.404 -1.319  -0.241
C40 -2.510 1.916 -2.488  -0.067
C41 -3.294 2.062 -3.617  -0.067
C42 -4.631 1.697 -3.581  -0.075
C43 -5.182 1.187 -2.417  -0.073
C44 -4.399 1.033 -1.285  -0.065
H21 -1.973 3.267 1.100  0.061
H22 -0.886 3.244 -0.304  0.067
H23 -0.565 5.195 2.157  0.103
H24 0.636 7.326 1.833  0.103
H25 2.948 7.330 0.993  0.104
H26 4.118 5.190 0.580  0.110
H27 2.928 3.053 0.962  0.097
H28 -2.052 3.051 3.474  0.096
H29 -2.355 2.506 5.849  0.104
H30 -0.656 1.208 7.057  0.104
H31 1.364 0.420 5.883  0.110
H32 1.664 0.933 3.475  0.115
H33 -1.592 -1.319 1.582  0.044
H34 -2.858 -2.241 3.508  0.112
H35 -4.787 -1.000 4.418  0.105
H36 -5.419 1.180 3.463  0.105
H37 -4.137 2.111 1.564  0.110
H38 -1.463 2.185 -2.508  0.087
H39 -2.860 2.448 -4.526  0.106
H40 -5.241 1.799 -4.465  0.104
H41 -6.221 0.893 -2.394  0.106
H42 -4.818 0.620 -0.379  0.100
F1 3.942 -0.875 0.202  0.040
C45 3.134 -0.130 -0.632  -0.543
F2 3.517 1.152 -0.350  0.027
F3 3.674 -0.346 -1.894  0.013

Results
⟨S²⟩	0.771
multiplicity	2
HOMO energy (spin up / spin down)	-5.6 / -6.6	eV
energy above the lowest of the compared OMol25 structures with the same formula, charge and spin	1.657	eV


# 4
This record from the Open Molecules 2025 dataset describes a cluster of 7 separate species, C45H42F3NO27P in total. The level of theory is the ωB97M-V functional and the def2-TZVPD basis.

Each line ends with the Löwdin charge.
CARTESIAN COORDINATES (ANGSTROEM)
C1 -4.745 -5.603 -0.006  -0.089
C2 -4.896 -4.212 -0.630  -0.274
O1 -4.534 -3.252 0.376  -0.222
P1 -4.437 -1.709 -0.046  0.539
O2 -5.088 -1.397 -1.338  -0.251
C3 -4.937 -0.830 1.415  -0.220
C4 -5.720 0.492 1.132  -0.405
N1 -7.109 0.245 0.960  -0.144
C5 -7.607 0.697 -0.301  -0.378
C6 -9.111 0.388 -0.394  -0.106
C7 -9.442 -0.966 -0.967  -0.624
F1 -10.636 -1.443 -0.511  0.078
F2 -8.562 -1.939 -0.729  0.128
F3 -9.585 -0.927 -2.320  0.086
O3 -2.812 -1.563 -0.142  -0.249
C8 -2.260 -0.826 -1.246  -0.275
C9 -2.325 0.689 -1.035  -0.064
H1 -4.123 -5.542 0.894  0.075
H2 -4.303 -6.324 -0.702  0.060
H3 -5.727 -5.983 0.304  0.071
H4 -5.941 -4.087 -0.930  0.118
H5 -4.233 -4.088 -1.490  0.096
H6 -5.645 -1.480 1.944  0.092
H7 -4.070 -0.691 2.077  0.057
H8 -5.519 1.120 2.037  0.081
H9 -5.252 1.031 0.284  0.082
H10 -7.499 1.799 -0.460  0.089
H11 -7.116 0.224 -1.180  0.090
H12 -9.600 1.113 -1.054  0.112
H13 -9.531 0.438 0.615  0.111
H14 -1.212 -1.148 -1.310  0.102
H15 -2.747 -1.114 -2.181  0.108
H16 -1.439 1.040 -0.489  0.070
H17 -2.322 1.189 -2.011  0.080
H18 -3.226 0.972 -0.487  0.052
C10 -3.226 2.227 5.574  0.075
C11 -3.158 3.559 5.669  -0.238
C12 -2.850 4.437 4.480  -0.314
O4 -2.810 5.642 4.694  0.078
C13 -2.613 3.822 3.203  0.066
C14 -2.678 2.484 3.097  -0.216
C15 -2.994 1.599 4.284  -0.304
O5 -3.016 0.400 4.097  0.111
O6 -2.469 1.843 1.964  0.113
O7 -3.342 4.240 6.796  0.101
H19 -3.442 1.589 6.419  0.133
H20 -2.391 4.457 2.361  0.111
H21 -2.644 0.893 2.108  0.106
H22 -3.239 5.180 6.549  0.111
C16 0.717 8.700 1.112  0.054
C17 0.327 7.583 1.744  -0.243
C18 -0.121 6.351 0.994  -0.296
O8 -0.424 5.386 1.670  0.100
C19 -0.161 6.390 -0.453  0.082
C20 0.228 7.509 -1.079  -0.232
C21 0.707 8.733 -0.329  -0.316
O9 1.062 9.683 -1.008  0.093
O10 0.242 7.658 -2.397  0.114
O11 0.306 7.457 3.060  0.121
H23 1.048 9.581 1.643  0.134
H24 -0.499 5.510 -0.980  0.138
H25 0.572 8.563 -2.560  0.116
H26 -0.034 6.560 3.250  0.121
C22 1.312 -4.261 -1.004  0.076
C23 -0.019 -4.172 -0.812  -0.206
C24 -0.969 -5.245 -1.320  -0.275
O12 -2.142 -5.086 -1.060  0.116
C25 -0.426 -6.363 -2.069  0.084
C26 0.897 -6.431 -2.260  -0.224
C27 1.842 -5.390 -1.713  -0.302
O13 3.035 -5.580 -1.920  0.038
O14 1.497 -7.399 -2.944  0.114
O15 -0.590 -3.167 -0.185  0.118
H27 2.002 -3.514 -0.640  0.137
H28 -1.112 -7.106 -2.450  0.136
H29 2.448 -7.177 -2.967  0.099
H30 -1.567 -3.279 -0.187  0.110
C28 6.703 8.460 1.476  0.072
C29 5.657 7.669 1.195  -0.230
C30 4.337 7.791 1.922  -0.302
O16 3.450 7.034 1.573  0.108
C31 4.203 8.779 2.970  0.077
C32 5.249 9.568 3.251  -0.232
C33 6.565 9.461 2.510  -0.313
O17 7.439 10.241 2.843  0.101
O18 5.243 10.505 4.186  0.118
O19 5.671 6.723 0.270  0.121
H31 7.650 8.383 0.960  0.135
H32 3.258 8.845 3.493  0.135
H33 6.129 10.918 4.161  0.118
H34 4.782 6.315 0.282  0.121
C34 5.215 -3.158 -5.774  0.071
C35 4.979 -4.165 -4.916  -0.226
C36 4.532 -5.531 -5.394  -0.304
O20 4.371 -6.393 -4.552  0.105
C37 4.328 -5.737 -6.814  0.073
C38 4.559 -4.727 -7.663  -0.237
C39 5.032 -3.372 -7.189  -0.317
O21 5.228 -2.534 -8.053  0.098
O22 4.407 -4.807 -8.977  0.113
O23 5.120 -4.039 -3.609  0.122
H35 5.537 -2.181 -5.443  0.135
H36 3.994 -6.711 -7.144  0.135
H37 4.649 -3.928 -9.328  0.117
H38 4.871 -4.884 -3.182  0.097
C40 6.883 -6.503 0.669  0.070
C41 5.624 -6.691 0.241  -0.224
C42 4.430 -6.554 1.166  -0.300
O24 3.331 -6.767 0.691  0.113
C43 4.663 -6.190 2.549  0.076
C44 5.921 -5.998 2.969  -0.237
C45 7.111 -6.141 2.048  -0.318
O25 8.207 -5.930 2.541  0.094
O26 6.250 -5.672 4.211  0.112
O27 5.317 -6.992 -1.008  0.113
H39 7.739 -6.598 0.017  0.134
H40 3.808 -6.097 3.204  0.136
H41 7.224 -5.596 4.218  0.116
H42 4.340 -6.977 -1.077  0.090

Results
charge	-1
HOMO energy	-2.2	eV